# C45H60BN7O2PS3W

A molecular structure, C45H60BN7O2PS3W (wB97M-V/def2-TZVPD, the Open Molecules 2025 dataset).

The HOMO energy (spin up / spin down) comes out at -0.3398 / -0.3397 Eh. As for the relative energy (zero: lowest compared OMol25 entry of this formula, charge and spin): 40.5 kcal/mol. As for the total energy: -106460.1543 eV. As for the net charge: +1. Its LUMO energy (spin up / spin down) is -3.5 / -3.5 eV. The calculation puts the max |F| at 0.0078 hartree/bohr. The calculation puts the HOMO-LUMO gap (spin up / spin down) at 0.212 / 0.212 Ha.

Geometry as XYZ:
```
120
Properties=species:S:1:pos:R:3:forces:R:3
W 2.2849 0.9434 -1.4209 -0.24 0.00 0.19
C 2.4754 -0.1939 3.9863 0.00 -0.03 -0.01
C 1.4394 -0.4718 2.9408 -0.02 0.04 -0.02
C 0.4396 -1.3952 3.1340 -0.04 0.01 -0.05
C -0.4852 -1.6443 2.1118 -0.03 -0.06 0.12
N -0.5201 -0.8945 1.0246 0.09 0.15 -0.06
N 0.3940 0.0449 0.8643 -0.01 -0.17 0.11
B 0.3207 1.0389 -0.3896 -0.17 0.24 -0.18
N -1.0149 0.8301 -1.1942 0.01 -0.01 0.04
N -2.1720 0.6988 -0.5156 -0.03 0.00 -0.01
C -3.2888 0.6315 -1.1833 0.05 0.01 0.01
C -3.3106 0.7180 -2.6009 0.05 0.05 -0.01
C -2.1607 0.9016 -3.2923 -0.03 0.01 0.03
C -2.1126 1.0623 -4.7758 0.00 -0.02 -0.01
C -0.9552 0.9642 -2.5260 0.00 0.01 -0.04
S 0.5333 1.2564 -3.2875 0.06 -0.07 0.01
C -4.5942 0.4826 -0.4175 0.01 -0.01 -0.01
C -5.5178 1.6572 -0.7708 0.00 0.00 0.02
C -4.3520 0.4824 1.0855 -0.05 0.06 0.05
C -5.2629 -0.8363 -0.8272 -0.01 0.00 -0.04
N 0.1739 2.5097 0.2836 -0.05 -0.13 0.02
N -0.6689 2.5814 1.3234 -0.01 -0.01 0.01
C -0.8924 3.7360 1.8871 0.02 0.03 0.01
C -0.3130 4.9176 1.3648 0.03 -0.04 -0.03
C 0.5728 4.8492 0.3341 -0.01 -0.03 0.02
C 1.2574 6.0557 -0.2201 -0.01 0.00 -0.01
C 0.8648 3.5510 -0.1889 0.04 0.15 0.00
S 2.1537 3.3546 -1.3302 -0.02 0.00 0.03
C -1.8203 3.7595 3.0915 0.00 -0.01 0.01
C -1.8847 2.3764 3.7425 -0.01 0.00 0.00
C -3.2123 4.1766 2.5978 0.00 0.00 -0.01
C -1.3232 4.7690 4.1331 0.00 0.00 -0.01
C 1.4269 0.1877 1.7069 -0.01 -0.05 0.04
S 2.7103 1.2649 1.1190 -0.09 0.05 -0.09
C -1.5321 -2.7394 2.2503 0.05 -0.06 -0.02
C -2.5086 -2.3327 3.3641 0.00 0.00 0.00
C -0.8427 -4.0582 2.6313 -0.01 0.04 -0.03
C -2.2874 -2.9464 0.9373 0.04 0.03 0.01
H 2.1284 -0.5420 4.9574 -0.01 0.01 0.00
H 2.6998 0.8694 4.0559 0.01 0.00 -0.01
H 3.4025 -0.7161 3.7538 0.03 -0.01 0.00
H 0.3791 -1.9426 4.0644 0.02 -0.03 0.02
H -4.2537 0.6687 -3.1290 -0.02 -0.04 0.00
H -3.1066 0.9539 -5.2056 -0.01 0.00 0.00
H -1.4456 0.3209 -5.2165 0.00 0.01 0.00
H -1.7133 2.0430 -5.0401 0.00 0.00 0.00
H -5.0514 2.6091 -0.5116 0.01 0.02 0.00
H -6.4494 1.5720 -0.2095 0.00 0.00 0.00
H -5.7744 1.6818 -1.8303 0.01 -0.01 -0.01
H -3.9258 1.4302 1.4089 0.04 0.00 0.03
H -3.6624 -0.3048 1.3785 0.02 -0.04 0.00
H -5.3001 0.3329 1.6055 0.01 0.00 0.00
H -5.4707 -0.8712 -1.8980 0.00 -0.01 0.00
H -6.2123 -0.9465 -0.3015 -0.01 0.00 0.00
H -4.6335 -1.6906 -0.5743 0.00 -0.02 0.00
H -0.5509 5.8766 1.8042 -0.01 0.01 0.00
H 0.8907 6.9596 0.2617 0.00 0.01 0.00
H 1.0952 6.1296 -1.2959 0.00 0.00 -0.01
H 2.3359 5.9842 -0.0717 0.00 0.00 0.00
H -2.1966 1.6102 3.0355 -0.04 -0.02 -0.03
H -2.5918 2.4007 4.5726 0.00 0.00 0.01
H -0.9066 2.0903 4.1375 0.01 -0.01 0.00
H -3.5820 3.4759 1.8481 -0.01 0.02 0.01
H -3.1904 5.1721 2.1497 0.00 0.00 0.00
H -3.9166 4.1973 3.4306 -0.01 0.00 0.00
H -0.2915 4.5644 4.4257 0.01 0.00 0.00
H -1.9449 4.7000 5.0262 -0.01 0.00 0.00
H -1.3834 5.7984 3.7791 0.00 0.00 0.00
H -2.0034 -2.2005 4.3229 0.02 0.00 -0.01
H -3.2580 -3.1148 3.4908 -0.01 0.00 0.00
H -3.0238 -1.4038 3.1206 0.00 0.03 0.01
H -0.3221 -3.9940 3.5870 0.01 -0.01 0.03
H -0.1285 -4.3612 1.8633 0.02 0.00 0.00
H -1.5939 -4.8436 2.7196 0.00 0.00 0.00
H -2.6750 -2.0079 0.5418 0.01 -0.04 0.01
H -3.1195 -3.6304 1.1063 -0.01 -0.03 0.01
H -1.6358 -3.3892 0.1809 -0.01 0.02 0.07
O 3.7833 0.6178 -5.3314 0.04 -0.04 -0.04
C 3.4082 0.3176 -4.2285 -0.07 0.09 0.12
O 3.2382 1.1913 -3.2511 0.21 -0.06 -0.13
C 3.1532 -1.1632 -3.8816 0.02 0.03 0.03
P 2.0183 -1.3287 -2.4690 -0.01 -0.02 0.04
C 0.4151 -1.9168 -3.1074 -0.03 0.11 0.01
C -0.5556 -2.2455 -2.1638 0.02 -0.04 -0.01
C -1.7991 -2.7043 -2.5661 -0.02 -0.01 -0.04
C -2.0849 -2.8367 -3.9184 0.02 0.01 -0.04
C -1.1239 -2.5031 -4.8623 -0.03 -0.01 0.02
C 0.1203 -2.0347 -4.4606 0.02 -0.04 0.01
C 2.5300 -2.8347 -1.5751 0.04 0.03 -0.02
C 2.9847 -3.9547 -2.2697 0.03 0.04 0.01
C 3.3172 -5.1143 -1.5882 0.00 -0.01 -0.01
C 3.1805 -5.1755 -0.2078 0.00 0.01 0.01
C 2.7107 -4.0721 0.4880 -0.03 0.01 0.02
C 2.3847 -2.9074 -0.1949 0.13 -0.07 0.00
H 4.1100 -1.5672 -3.5393 0.02 0.01 -0.02
H 2.8795 -1.7013 -4.7858 0.01 0.01 0.03
H -0.3395 -2.1335 -1.1074 0.00 -0.02 -0.02
H -2.5433 -2.9649 -1.8250 -0.03 0.01 -0.02
H -3.0524 -3.2033 -4.2357 -0.01 -0.01 -0.01
H -1.3399 -2.6051 -5.9178 -0.01 0.00 -0.01
H 0.8471 -1.7554 -5.2125 -0.01 0.00 0.01
H 3.0835 -3.9248 -3.3477 0.00 0.01 -0.02
H 3.6827 -5.9729 -2.1355 -0.01 -0.01 0.00
H 3.4438 -6.0807 0.3232 0.00 0.00 0.00
H 2.6117 -4.1138 1.5661 -0.02 0.00 0.01
H 2.0481 -2.0372 0.3488 -0.05 0.11 0.08
C 5.7604 1.2957 0.4102 0.01 0.03 -0.01
C 4.9829 0.0018 0.1830 -0.05 -0.07 0.09
C 5.4944 -0.6758 -1.0827 -0.04 0.04 -0.05
C 5.1293 -0.9152 1.3882 0.02 0.04 0.02
N 3.5509 0.3397 -0.0632 0.29 -0.14 -0.24
H 6.8115 1.0639 0.5838 0.01 0.02 -0.01
H 5.3935 1.8370 1.2848 0.00 -0.01 0.00
H 5.6841 1.9458 -0.4621 0.00 0.01 -0.01
H 6.5666 -0.8478 -0.9823 -0.01 -0.01 -0.01
H 5.3347 -0.0330 -1.9509 -0.01 -0.01 0.01
H 5.0092 -1.6376 -1.2467 -0.06 -0.04 0.02
H 6.1638 -1.2479 1.4778 0.00 0.01 -0.01
H 4.4946 -1.7945 1.2945 -0.06 -0.08 -0.02
H 4.8793 -0.3776 2.3038 -0.01 -0.01 0.02
```
Positions in Å, forces in eV/Å.

Löwdin population analysis, charges in e, atoms 1 to 5: 0.946 -0.020 -0.209 0.073 -0.174